# 1
# C29H30AsF5N4O4ReSSi2

A molecular structure, C29H30AsF5N4O4ReSSi2 at a distorted geometry (ωB97M-V with the def2-TZVPD basis set, the OMol25 dataset).

Structure (ORCA input):
```
! wB97M-V def2-TZVPD RIJCOSX def2/J DEFGRID3
* xyz 2 2
Re 0.35795 -1.75330 1.23263
O 1.67667 -2.30527 5.12919
C 1.08832 -2.26469 3.96762
O 1.48033 -1.52247 3.04401
C -0.04490 -3.14152 3.74675
C -0.51014 -4.14157 4.58103
C -1.51830 -4.98562 4.13458
C -1.99526 -4.84472 2.83778
C -1.51432 -3.83086 2.02944
N -0.59230 -2.92831 2.50463
C -1.75232 -3.60680 0.60723
O -2.66070 -4.23085 -0.09319
O -1.03126 -2.78505 0.01565
H 2.44853 -1.71443 5.14653
H -0.05696 -4.27048 5.55634
H -1.89216 -5.77405 4.77240
H -2.72275 -5.55426 2.46049
H -3.19794 -4.84715 0.42333
N 4.67995 1.28486 -8.23117
C 4.38284 0.89308 -7.19287
C 4.01038 0.40296 -5.88889
C 2.67362 0.41106 -5.49987
C 2.31333 -0.08198 -4.25897
C 3.29536 -0.56362 -3.40766
C 4.63082 -0.55170 -3.77187
C 4.98776 -0.07642 -5.02117
N 2.91645 -1.09902 -2.12737
C 3.54847 -2.12607 -1.45132
C 2.84482 -2.32226 -0.31328
N 1.78240 -1.42022 -0.28604
C 1.86282 -0.70931 -1.40081
H 1.91888 0.78534 -6.17803
H 1.26877 -0.11452 -3.97348
H 5.39805 -0.89068 -3.08733
H 6.02463 -0.07689 -5.32857
H 4.41932 -2.62864 -1.83462
H 3.02686 -3.03929 0.47232
H 1.19117 0.08883 -1.67753
C -3.26912 2.47973 1.66334
Si -2.62003 0.87412 2.33076
C -2.05734 0.99713 4.09180
C -3.62520 -0.64446 1.99221
As -0.68774 0.44120 0.92889
Si 0.98047 2.29864 1.07141
C 0.90593 3.37392 -0.41946
C 2.59127 1.41547 1.38807
C 0.37007 3.11329 2.61693
H -3.95150 2.94708 2.37949
H -3.82153 2.32640 0.73873
H -2.45649 3.17888 1.46788
H -2.93910 0.98186 4.74043
H -1.52637 1.92810 4.28481
H -1.41953 0.15782 4.38042
H -4.62190 -0.56353 2.43727
H -3.13212 -1.51967 2.42776
H -3.74780 -0.79711 0.91782
H 1.44250 2.95796 -1.26920
H 1.37608 4.32953 -0.16236
H -0.12070 3.58319 -0.72111
H 2.47604 0.33545 1.35790
H 2.95857 1.67823 2.38335
H 3.35997 1.69656 0.66327
H -0.63710 3.51632 2.50924
H 1.03134 3.94092 2.89062
H 0.37285 2.39440 3.43912
F -3.54800 4.48671 -4.22679
C -3.12084 3.49391 -3.47385
C -3.99319 2.85433 -2.60989
F -5.25606 3.24091 -2.54004
C -3.53279 1.81974 -1.81839
F -4.39179 1.23181 -0.98766
C -2.20742 1.40142 -1.86447
S -1.69220 -0.06884 -1.03801
C -1.36759 2.04188 -2.76647
F -0.10028 1.62888 -2.90612
C -1.79858 3.08858 -3.55199
F -0.96199 3.69518 -4.38365
*
```

The value obtained for the strongest force on any atom is 1.547 eV/Å. As for the energy above the lowest of the compared OMol25 structures with the same formula, charge and spin: 16.03 kcal/mol. The calculation puts the molar mass at 942.94 g mol⁻¹. For the frontier orbital gap (alpha / beta), the calculation gives 5.8 / 5.9 eV. Its highest occupied orbital energy (alpha / beta) is -12.8745 / -12.9263 eV. The total energy comes out at -5433.17718 a.u.

# 2
# H6O11S2Zn

A molecular structure, H6O11S2Zn at a distorted geometry (ωB97M-V with the def2-TZVPD basis set, the OMol25 dataset).

Structure (ORCA input):
```
! wB97M-V def2-TZVPD RIJCOSX def2/J DEFGRID3
* xyz -1 2
Zn -0.04787 0.24773 -0.18806
S -2.24279 0.59550 1.06185
O -1.77034 -0.50143 0.22171
O -3.54501 1.12370 0.62478
O -2.35795 0.26803 2.42969
O -1.19077 1.56890 0.83049
S 1.45873 -1.85333 1.93833
O 1.52306 -1.54307 3.38370
O 0.56558 -2.97332 1.83439
O 0.87838 -0.70425 1.20322
O 2.74943 -2.24190 1.37849
O 1.67185 1.36295 -0.51749
H 2.49756 1.33967 -0.03387
H 1.76650 2.10191 -1.11851
O -1.16209 1.26354 -1.98033
H -0.79347 1.86273 -2.62943
H -2.09518 1.22647 -2.19055
O 0.57615 -0.86089 -1.76235
H 0.31130 -0.70418 -2.66872
H 1.20694 -1.57874 -1.81733
*
```

The value obtained for the strongest force on any atom is 5.193 eV/Å. The calculation puts the molar mass at 311.56 g mol⁻¹. For the frontier orbital gap (alpha / beta), the calculation gives 5.6 / 4.3 eV. Its highest occupied orbital energy (alpha / beta) is -4.1541 / -4.1538 eV. The total energy comes out at -3407.00628 a.u.

# 3
# C33H29N5O2RuS4

A molecular structure, C33H29N5O2RuS4 at a distorted geometry (ωB97M-V with the def2-TZVPD basis set, the OMol25 dataset).

Structure (ORCA input):
```
! wB97M-V def2-TZVPD RIJCOSX def2/J DEFGRID3
* xyz 0 1
Ru -0.01956 0.34615 0.19087
N 2.10081 -0.77159 3.78193
C 1.64594 -0.54756 2.52490
S 1.04909 1.01884 2.15809
N 1.71593 -1.57697 1.69891
N 1.15700 -1.32319 0.47271
C 1.25154 -2.24040 -0.41554
C 1.92869 -3.55789 -0.21740
C 3.20342 -3.66525 0.33255
C 3.78015 -4.91121 0.52898
C 3.09328 -6.06779 0.18059
C 1.81746 -5.97212 -0.35427
C 1.24185 -4.72372 -0.55185
C 0.53809 -1.96126 -1.69521
C 0.80710 -2.68505 -2.84844
C 0.14563 -2.36978 -4.02466
C -0.78904 -1.35422 -4.01373
C -0.99225 -0.67287 -2.82706
N -0.32625 -0.94570 -1.70629
H 2.30821 0.03644 4.34311
H 2.65995 -1.59699 3.92412
H 3.74187 -2.76990 0.60675
H 4.77228 -4.97871 0.95812
H 3.54495 -7.03823 0.34412
H 1.26635 -6.86761 -0.61271
H 0.23015 -4.65277 -0.93511
H 1.53970 -3.47874 -2.81618
H 0.35980 -2.91743 -4.93415
H -1.34977 -1.08646 -4.89919
H -1.73983 0.10166 -2.75278
O -1.56343 1.88236 -1.31505
N -0.88991 2.37478 -2.41793
C -1.72804 2.91382 -3.33086
C -1.27435 3.31872 -4.54258
C 0.10731 3.19551 -4.80068
C 0.92917 2.66542 -3.86323
C 0.44961 2.18522 -2.59949
S 1.53254 1.45940 -1.51844
H -2.75825 2.96575 -3.01058
H -1.96198 3.73158 -5.26504
H 0.51422 3.52807 -5.74802
H 1.98926 2.55262 -4.04103
S -2.09349 -1.98853 1.37022
C -1.36249 -0.78925 0.73835
O -0.88399 2.21387 -0.10341
S -2.70171 1.31304 2.44706
C -2.86132 3.05245 2.98095
C -1.70437 3.59624 3.76601
C -0.50871 3.91302 3.12697
C 0.58342 4.35724 3.85593
C 0.48887 4.50710 5.23490
C -0.71082 4.22574 5.87684
C -1.80069 3.76972 5.14313
C -2.22468 0.51654 3.99872
C -3.35272 0.30836 4.98996
C -3.20228 0.71002 6.31304
C -4.24280 0.56592 7.22726
C -5.44781 0.01416 6.82518
C -5.60021 -0.41465 5.50963
C -4.55906 -0.27553 4.60399
H -3.79039 3.13934 3.54520
H -2.95890 3.57626 2.02935
H -0.43952 3.78515 2.05090
H 1.51651 4.57045 3.34875
H 1.34562 4.84218 5.80715
H -0.79884 4.35913 6.94865
H -2.73674 3.54608 5.64372
H -1.42487 1.11085 4.43950
H -1.80965 -0.44002 3.68140
H -2.25453 1.13062 6.63250
H -4.10583 0.87987 8.25486
H -6.26246 -0.09241 7.53089
H -6.53262 -0.86408 5.19111
H -4.67580 -0.61504 3.58068
*
```

The value obtained for the strongest force on any atom is 2.991 eV/Å. As for the energy above the lowest of the compared OMol25 structures with the same formula, charge and spin: 63.26 kcal/mol. The calculation puts the molar mass at 756.97 g mol⁻¹. For the frontier orbital gap, the calculation gives 6.8 eV. Its highest occupied orbital energy is -7.0756 eV. The total energy comes out at -3386.69725 a.u.

# 4
# C4H26F12N2O21S4

A molecular structure, C4H26F12N2O21S4 at a distorted geometry (ωB97M-V with the def2-TZVPD basis set, the OMol25 dataset).

Structure (ORCA input):
```
! wB97M-V def2-TZVPD RIJCOSX def2/J DEFGRID3
* xyz -2 1
C -5.43853 0.28201 0.96512
F -5.40372 -0.53725 2.00681
F -4.22359 0.37691 0.44431
F -6.22156 -0.20285 -0.00676
S -6.10677 1.98643 1.50528
O -6.90484 2.45958 0.41337
O -6.81391 1.67092 2.71503
N -4.71260 2.80923 1.87631
S -4.10961 3.51226 0.58096
O -2.79733 4.05206 0.83493
O -4.24979 2.88176 -0.69598
C -5.10982 5.15087 0.38674
F -5.58079 5.24801 -0.87174
F -6.20376 5.13930 1.16813
F -4.37512 6.23147 0.62067
C 2.08333 -2.11824 -1.21987
F 2.11774 -3.05390 -2.15641
F 2.51302 -2.54530 -0.04480
F 2.90085 -1.12175 -1.57760
S 0.33145 -1.45665 -1.01943
O -0.23603 -1.38965 -2.32735
O -0.31989 -2.37021 -0.12986
N 0.63379 0.03473 -0.18016
S 0.41512 1.10819 -1.31252
O 1.41687 1.15162 -2.36103
O -0.93152 1.23672 -1.80939
C 0.61855 2.76113 -0.45883
F 0.70267 3.71684 -1.36505
F -0.42148 2.98805 0.32661
F 1.73332 2.75793 0.30372
O -1.98289 0.34175 -4.43510
H -1.38961 0.55202 -3.69707
H -2.74738 0.90778 -4.29511
O 4.99328 1.39288 1.26230
H 5.56614 1.29266 0.49753
H 4.54694 2.24245 1.12878
O 1.47582 -5.90946 -2.76828
H 2.42697 -5.91122 -2.91301
H 1.13585 -6.58301 -3.36499
O 2.40380 -0.02941 1.86659
H 3.23801 0.30105 1.51033
H 1.77592 0.03024 1.11461
O 0.74885 -4.69785 2.12433
H 0.67082 -5.47591 2.68659
H 0.17017 -4.88202 1.37511
O 5.92140 -1.68312 -0.59707
H 6.63433 -1.03950 -0.55766
H 5.49448 -1.52663 -1.44657
O 3.71066 -4.75728 1.71241
H 4.10500 -4.57610 0.85293
H 2.87921 -5.20754 1.51305
O 3.63962 -2.31663 3.09286
H 4.56114 -2.54308 2.94631
H 3.14804 -3.04724 2.70091
O 0.77416 -0.11723 -5.43691
H -0.15603 0.09687 -5.26788
H 1.19540 -0.00152 -4.57583
O -2.90672 -3.18267 -0.28994
H -1.97055 -2.91513 -0.38142
H -2.91814 -4.11579 -0.51670
O -1.41548 -0.57340 1.67951
H -0.75029 -0.39381 0.98750
H -2.06849 -1.13948 1.25546
O 0.08381 2.78034 3.23897
H 0.28649 2.69920 2.30136
H 0.22558 3.71048 3.43461
O 3.80910 4.14217 1.66805
H 4.30327 4.94219 1.86836
H 3.07528 4.43269 1.11381
*
```

The value obtained for the strongest force on any atom is 3.686 eV/Å. The calculation puts the molar mass at 794.49 g mol⁻¹. For the frontier orbital gap, the calculation gives 8.2 eV. Its highest occupied orbital energy is -4.9766 eV. The total energy comes out at -4648.75070 a.u.

# 5
# C4H8O2

C4H8O2 in the gas phase at a distorted geometry (ωB97M-V with the def2-TZVPD basis set, the OMol25 dataset).

Structure (ORCA input):
```
! wB97M-V def2-TZVPD RIJCOSX def2/J DEFGRID3
* xyz 0 1
O 0.35919 0.53451 -2.02920
C -0.68745 0.96197 -1.17492
C -0.52069 0.39742 0.24307
C -0.17853 -1.08795 0.30230
C 0.80779 -0.67784 1.38419
O 0.77123 0.70105 0.97574
H 1.18631 0.78574 -1.59491
H -0.76769 2.05708 -1.17058
H -1.60459 0.58151 -1.65618
H -1.02073 0.84479 1.11137
H -0.94841 -1.82961 0.51933
H 0.35135 -1.36460 -0.61386
H 1.83711 -1.01058 1.31006
H 0.41512 -0.89350 2.39357
*
```

The SMILES is OC[C@H]1CCO1. The value obtained for the strongest force on any atom is 2.444 eV/Å. As for the energy above the lowest of the compared OMol25 structures with the same formula, charge and spin: 60.74 kcal/mol. The calculation puts the molar mass at 88.11 g mol⁻¹. For the frontier orbital gap, the calculation gives 10.7 eV. Its highest occupied orbital energy is -9.6858 eV. The total energy comes out at -307.61564 a.u.

Q: What is the molar mass in the second record?
A: 311.56 g mol⁻¹